(1)
{"formula": "C48H62BFN3O3", "method": "ωB97M-V/def2-TZVPD", "symbols": ["C", "B", "O", "C", "N", "N", "C", "C", "O", "C", "C", "N", "C", "C", "C", "O", "C", "C", "C", "F", "H", "H", "H", "H", "H", "H", "H", "H", "H", "H", "H", "H", "H", "H", "H", "H", "H", "H", "H", "H", "H", "H", "H", "H", "H", "H", "C", "C", "C", "C", "C", "C", "H", "H", "H", "H", "H", "H", "C", "C", "C", "C", "C", "C", "H", "H", "H", "H", "H", "H", "C", "C", "C", "C", "C", "C", "H", "H", "H", "H", "H", "H", "C", "C", "C", "C", "C", "C", "H", "H", "H", "H", "H", "H", "C", "C", "C", "C", "C", "C", "H", "H", "H", "H", "H", "H", "C", "C", "C", "C", "C", "C", "H", "H", "H", "H", "H", "H"], "positions_angstrom": [[-0.6281, -1.9875, 1.7753], [-0.0852, -0.5223, 1.8165], [-0.4909, 0.3975, 2.7183], [1.1519, -0.0497, 0.8756], [2.3632, -0.4652, 1.5199], [1.0538, -0.7624, -0.4698], [0.5910, -0.0426, -1.4110], [0.2582, 1.3438, -0.8829], [-1.0877, 1.3964, -0.4853], [-2.0325, 1.2291, -1.5509], [-2.6977, -0.1425, -1.5440], [-3.2788, -0.4339, -0.2355], [-4.6108, 0.1876, -0.0850], [-4.9133, 0.6220, 1.3471], [-5.7094, 1.9301, 1.4284], [-5.6443, -0.4327, 1.9903], [1.1851, 1.3889, 0.3312], [1.0024, 2.5739, 1.2795], [2.2323, 3.4500, 1.2802], [2.5229, 3.8035, -0.0398], [-1.7022, -1.9661, 1.5947], [-0.1664, -2.6360, 1.0296], [-0.4784, -2.4821, 2.7411], [-1.1012, 0.0557, 3.3789], [3.0872, 0.2415, 1.5260], [2.2498, -0.8287, 2.4557], [1.3390, -1.7314, -0.5770], [0.4615, -0.4264, -2.4161], [0.4938, 2.1478, -1.5869], [-2.8047, 1.9793, -1.3741], [-1.5951, 1.4673, -2.5258], [-3.4899, -0.1241, -2.3062], [-1.9898, -0.9294, -1.8222], [-3.3895, -1.4370, -0.1588], [-4.6363, 1.0489, -0.7539], [-5.3881, -0.5142, -0.4030], [-3.9483, 0.7381, 1.8481], [-6.6504, 1.7446, 1.9429], [-5.1713, 2.6901, 1.9944], [-5.9327, 2.3459, 0.4455], [-5.1645, -0.7458, 2.7580], [2.1759, 1.4702, -0.1416], [0.1383, 3.1634, 0.9691], [0.8090, 2.2363, 2.2957], [2.0859, 4.3584, 1.8634], [3.1083, 2.9306, 1.6789], [1.5711, -7.1785, 2.5849], [2.0853, -6.6774, 1.3970], [2.3746, -5.3243, 1.2841], [2.1504, -4.4775, 2.3611], [1.6379, -4.9789, 3.5498], [1.3462, -6.3313, 3.6616], [1.3473, -8.2337, 2.6718], [2.2652, -7.3420, 0.5620], [2.7827, -4.9351, 0.3592], [2.3876, -3.4231, 2.2727], [1.4701, -4.3202, 4.3931], [0.9526, -6.7268, 4.5892], [-4.9536, 4.5062, -3.9167], [-4.1091, 4.2456, -4.9878], [-3.9181, 2.9404, -5.4220], [-4.5790, 1.8968, -4.7879], [-5.4241, 2.1585, -3.7182], [-5.6103, 3.4621, -3.2783], [-5.1039, 5.5246, -3.5824], [-3.6028, 5.0609, -5.4880], [-3.2592, 2.7376, -6.2570], [-4.4398, 0.8770, -5.1277], [-5.9427, 1.3416, -3.2301], [-6.2698, 3.6654, -2.4440], [-3.0437, 0.1401, -9.6039], [-2.8528, 0.5764, -8.3003], [-1.5706, 0.8366, -7.8358], [-0.4784, 0.6656, -8.6754], [-0.6697, 0.2301, -9.9792], [-1.9515, -0.0338, -10.4424], [-4.0431, -0.0616, -9.9667], [-3.7065, 0.7150, -7.6481], [-1.4216, 1.1782, -6.8179], [0.5215, 0.8750, -8.3170], [0.1802, 0.0991, -10.6362], [-2.0994, -0.3731, -11.4593], [5.3351, 4.7370, -3.3406], [6.2777, 4.1043, -4.1394], [6.5898, 2.7689, -3.9233], [5.9578, 2.0646, -2.9077], [5.0145, 2.6992, -2.1110], [4.7008, 4.0346, -2.3249], [5.0950, 5.7788, -3.5090], [6.7722, 4.6528, -4.9305], [7.3295, 2.2788, -4.5429], [6.2076, 1.0252, -2.7350], [4.5259, 2.1550, -1.3102], [3.9722, 4.5258, -1.6956], [2.0403, -10.3576, 7.9363], [3.0361, -9.4596, 8.2953], [3.5974, -8.6255, 7.3383], [3.1611, -8.6873, 6.0219], [2.1649, -9.5855, 5.6638], [1.6049, -10.4217, 6.6199], [1.6053, -11.0099, 8.6824], [3.3762, -9.4115, 9.3217], [4.3772, -7.9288, 7.6182], [3.5982, -8.0359, 5.2750], [1.8270, -9.6394, 4.6364], [0.8321, -11.1256, 6.3391], [1.8474, 6.4342, 6.2480], [1.6074, 5.0771, 6.0829], [0.8808, 4.6316, 4.9871], [0.3980, 5.5435, 4.0579], [0.6397, 6.9005, 4.2211], [1.3636, 7.3450, 5.3188], [2.4108, 6.7831, 7.1035], [1.9832, 4.3691, 6.8103], [0.6846, 3.5730, 4.8620], [-0.1738, 5.1968, 3.2047], [0.2640, 7.6103, 3.4956], [1.5502, 8.4027, 5.4510]], "forces_ev_per_a": [[0.17, -0.06, 0.10], [-0.11, 0.04, -0.26], [0.20, -0.06, 0.10], [-0.01, 0.04, 0.22], [0.03, 0.08, 0.02], [-0.14, 0.03, -0.09], [0.08, -0.02, 0.13], [-0.03, 0.28, 0.02], [0.29, -0.35, -0.14], [-0.54, 0.25, 0.16], [-0.11, 0.10, 0.09], [-0.06, -0.22, 0.00], [0.29, -0.01, -0.05], [0.02, -0.02, 0.03], [-0.05, -0.02, 0.07], [0.07, -0.09, -0.10], [0.13, -0.06, -0.23], [-0.04, -0.07, 0.03], [0.02, 0.00, 0.15], [-0.01, 0.09, 0.03], [-0.12, 0.00, -0.04], [-0.05, -0.02, 0.01], [-0.03, 0.01, -0.01], [-0.16, 0.02, -0.02], [0.03, -0.05, -0.10], [-0.02, -0.02, -0.03], [-0.01, 0.00, 0.07], [-0.03, -0.01, 0.01], [0.00, -0.14, -0.15], [0.04, 0.06, -0.02], [0.10, -0.08, 0.03], [0.25, 0.00, -0.26], [0.00, -0.03, 0.08], [0.04, 0.00, 0.06], [-0.10, 0.05, 0.08], [-0.14, 0.16, -0.04], [0.00, 0.07, -0.02], [-0.02, -0.01, -0.04], [0.02, 0.01, -0.02], [-0.02, -0.02, 0.00], [0.01, 0.03, 0.09], [0.05, 0.06, 0.15], [-0.04, -0.04, 0.03], [-0.03, 0.03, 0.01], [-0.04, 0.05, -0.07], [0.01, -0.04, -0.07], [0.00, 0.00, 0.00], [-0.01, 0.00, -0.01], [-0.03, -0.01, 0.00], [0.01, 0.07, -0.03], [-0.03, 0.00, 0.00], [-0.01, -0.01, 0.01], [0.00, 0.00, 0.00], [0.00, 0.00, 0.00], [0.03, -0.01, 0.01], [0.03, -0.01, 0.01], [0.01, 0.00, 0.00], [0.01, -0.01, 0.00], [0.01, 0.00, 0.01], [0.01, 0.00, 0.02], [0.02, -0.01, 0.02], [0.07, -0.02, 0.01], [-0.01, -0.08, 0.10], [0.05, 0.00, 0.00], [0.00, 0.00, 0.00], [0.00, 0.00, 0.00], [-0.03, 0.03, -0.02], [-0.01, 0.01, -0.03], [-0.03, 0.02, -0.01], [-0.02, 0.00, -0.02], [0.01, 0.00, 0.00], [0.00, -0.01, 0.03], [-0.01, 0.00, 0.01], [0.00, -0.01, 0.00], [0.00, 0.00, 0.00], [0.00, 0.00, 0.00], [0.00, 0.00, 0.00], [-0.01, 0.00, -0.01], [0.00, 0.01, 0.00], [0.00, 0.00, 0.00], [0.00, 0.00, 0.00], [0.00, 0.00, 0.00], [-0.01, -0.03, -0.02], [0.00, -0.01, 0.00], [0.00, 0.00, 0.00], [0.00, 0.00, -0.01], [-0.03, -0.02, 0.02], [0.02, 0.03, -0.03], [0.01, 0.00, 0.00], [0.00, 0.00, 0.00], [0.00, 0.00, 0.00], [0.00, 0.00, 0.00], [0.01, 0.01, 0.01], [0.01, 0.01, -0.01], [0.00, 0.00, 0.00], [0.00, 0.00, 0.00], [-0.01, 0.01, 0.00], [0.00, 0.02, -0.01], [-0.01, 0.01, 0.00], [0.00, 0.00, 0.00], [0.00, 0.00, 0.00], [0.00, 0.00, 0.00], [0.00, 0.00, 0.00], [0.00, -0.01, -0.01], [0.01, -0.01, 0.00], [0.00, 0.00, 0.00], [0.00, 0.00, 0.00], [0.00, 0.00, -0.01], [0.01, 0.00, -0.01], [-0.01, -0.04, -0.07], [0.03, -0.01, 0.01], [0.01, 0.00, -0.01], [0.00, 0.00, 0.00], [0.00, 0.00, 0.00], [-0.01, 0.00, 0.01], [-0.02, 0.01, 0.01], [-0.01, 0.00, 0.01], [0.00, 0.00, 0.00]], "e_homo_ev": -10.7, "energy_ev": -64782.703, "charge": 1, "mol_weight_g_mol": 758.85}

***

(2)
{"formula": "C3H11N2O", "method": "ωB97M-V/def2-TZVPD", "symbols": ["C", "C", "O", "N", "H", "H", "H", "H", "H", "C", "N", "H", "H", "H", "H", "H", "H"], "positions_angstrom": [[1.1123, -0.5101, -2.6596], [1.0303, 0.1386, -1.3138], [0.0106, 0.5740, -0.7352], [2.2642, 0.4445, -0.7445], [1.9429, -0.1118, -3.3053], [0.3212, -0.2862, -3.2753], [2.3258, 0.8285, 0.2017], [3.1803, 0.4578, -1.2757], [1.2574, -1.6054, -2.6116], [-1.6525, -0.1276, 2.6924], [-1.7691, 0.1490, 1.1851], [-1.7351, 1.1734, 1.0819], [-2.6634, -0.2048, 0.9446], [-0.9309, -0.3309, 0.5272], [-1.7731, -1.2281, 2.8589], [-2.2408, 0.4100, 3.2466], [-0.6802, 0.2290, 3.1825]], "forces_ev_per_a": [[2.30, -0.58, -0.14], [1.89, 2.36, 1.07], [0.46, -1.69, -0.45], [0.59, -0.39, -0.90], [-0.21, -0.32, 1.17], [-2.47, 0.29, -0.88], [-0.38, -0.09, -0.73], [-1.94, -0.42, 0.82], [-0.14, 0.54, 0.18], [5.20, -3.47, -2.05], [3.06, -0.60, 1.14], [0.08, -0.58, -0.66], [-1.04, -0.24, -0.85], [-2.32, 2.06, 1.55], [0.08, 1.14, -0.10], [-4.47, 2.86, 2.38], [-0.67, -0.85, -1.57]], "e_homo_ev": -14.0, "energy_ev": -8310.332, "charge": 1, "mol_weight_g_mol": 91.13}

***

(3)
{"formula": "C16H18N2O4S2", "method": "ωB97M-V/def2-TZVPD", "symbols": ["C", "O", "C", "C", "C", "C", "N", "S", "O", "O", "C", "C", "S", "C", "C", "O", "N", "C", "C", "C", "C", "C", "C", "C", "H", "H", "H", "H", "H", "H", "H", "H", "H", "H", "H", "H", "H", "H", "H", "H", "H", "H"], "positions_angstrom": [[6.3505, -1.2063, 0.8779], [5.6985, -1.4183, -0.3509], [4.4003, -1.8290, -0.3367], [3.6439, -2.0506, 0.8078], [2.3251, -2.4608, 0.6994], [1.7445, -2.6708, -0.5435], [0.4162, -3.0984, -0.6581], [-0.6243, -2.3538, -1.7389], [-0.1731, -2.5735, -3.0755], [-1.9369, -2.7834, -1.3614], [-0.4445, -0.6323, -1.3280], [0.5448, 0.1769, -1.7926], [0.4689, 1.7339, -1.0853], [-0.9398, 1.2995, -0.1736], [-1.4849, 2.3073, 0.7686], [-0.7410, 3.0494, 1.3887], [-2.8221, 2.3528, 0.9091], [-3.8356, 1.6952, 0.1092], [-5.0166, 2.6623, 0.1704], [-4.9111, 3.2139, 1.5910], [-3.4051, 3.3560, 1.7911], [-1.2920, -0.0012, -0.3978], [2.5047, -2.4578, -1.6917], [3.8120, -2.0379, -1.5864], [7.3629, -0.8967, 0.6236], [5.8664, -0.4153, 1.4595], [6.3926, -2.1236, 1.4741], [4.0619, -1.9044, 1.7909], [1.7463, -2.6283, 1.5967], [-0.0486, -3.2825, 0.2178], [1.2998, -0.0647, -2.5119], [-3.4814, 1.5140, -0.9065], [-4.1123, 0.7353, 0.5616], [-5.9656, 2.1686, -0.0251], [-4.8801, 3.4646, -0.5553], [-5.4315, 4.1605, 1.7154], [-5.3211, 2.4947, 2.3006], [-3.0867, 3.1773, 2.8205], [-3.0410, 4.3460, 1.4973], [-2.1086, -0.5178, 0.0695], [2.0534, -2.6306, -2.6548], [4.4114, -1.8702, -2.4669]], "forces_ev_per_a": [[0.09, 0.03, 0.18], [-0.19, -0.07, -0.26], [-0.13, -0.03, -0.08], [0.33, 0.07, 0.00], [-0.28, -0.09, -0.27], [0.75, 0.22, 0.00], [-0.89, -0.09, -0.50], [-0.05, 0.23, 0.47], [0.32, 0.13, 0.10], [0.06, 0.09, 0.26], [0.03, -0.60, -0.38], [0.01, 0.43, 0.07], [-0.31, -0.52, 0.07], [0.48, -0.22, -0.29], [-0.13, -0.14, 0.04], [0.20, 0.19, 0.01], [-0.08, 0.12, 0.11], [-0.30, -0.28, -0.36], [0.05, -0.11, 0.10], [0.08, -0.02, -0.11], [0.13, 0.31, 0.36], [-0.13, 0.37, 0.22], [0.15, -0.08, 0.14], [0.15, 0.09, 0.19], [-0.06, -0.02, 0.08], [0.01, -0.04, -0.01], [-0.01, 0.03, -0.01], [0.07, 0.02, 0.07], [-0.07, 0.02, 0.10], [-0.18, -0.02, 0.04], [0.17, -0.05, -0.19], [-0.04, -0.03, 0.09], [-0.03, 0.01, -0.11], [-0.02, 0.00, -0.07], [0.00, 0.01, -0.05], [-0.02, 0.01, 0.07], [-0.04, 0.00, 0.03], [-0.02, 0.11, -0.05], [-0.02, -0.06, 0.08], [-0.23, -0.01, 0.14], [0.08, -0.05, -0.12], [0.07, 0.01, -0.12]], "e_homo_ev": -8.3, "energy_ev": -49724.374, "mol_weight_g_mol": 366.46}

***

(4)
{"formula": "C21H15CeF6N3O11S3", "method": "ωB97M-V/def2-TZVPD", "symbols": ["Ce", "C", "C", "C", "C", "C", "H", "H", "H", "H", "H", "O", "C", "C", "C", "C", "C", "C", "C", "O", "N", "N", "C", "C", "C", "C", "C", "C", "C", "O", "H", "H", "H", "H", "H", "H", "H", "H", "H", "H", "F", "C", "F", "F", "S", "O", "O", "N", "S", "O", "O", "C", "F", "F", "F", "O", "S", "O", "O", "O"], "positions_angstrom": [[0.2486, -0.4291, -0.0268], [-0.7956, -2.5376, -1.6847], [-1.4062, -1.3673, -2.1826], [-0.4270, -0.6261, -2.8709], [0.7836, -1.3459, -2.8135], [0.5536, -2.5278, -2.0917], [-1.2938, -3.3263, -1.1398], [-2.4559, -1.1282, -2.1203], [-0.5908, 0.3026, -3.3967], [1.7237, -1.0413, -3.2463], [1.2904, -3.2830, -1.8707], [0.3902, 3.7913, -3.3650], [1.2499, 4.2793, -2.4522], [2.1145, 5.3040, -2.8409], [3.0003, 5.8550, -1.9321], [3.0420, 5.3959, -0.6194], [2.1959, 4.3675, -0.2410], [1.3000, 3.7948, -1.1369], [0.3985, 2.7103, -0.6576], [0.5320, 2.1855, 0.4868], [-0.5784, 2.4083, -1.4975], [-1.3877, 1.4206, -0.9513], [-2.6378, 1.5830, -1.1303], [-3.6553, 0.6716, -0.6461], [-4.9865, 0.8915, -1.0107], [-6.0052, 0.0592, -0.5911], [-5.6761, -1.0314, 0.2242], [-4.3765, -1.2641, 0.6124], [-3.3130, -0.4129, 0.2067], [-2.1141, -0.6340, 0.6056], [-0.1662, 3.1241, -2.8724], [2.0688, 5.6468, -3.8673], [3.6651, 6.6503, -2.2518], [3.7418, 5.8170, 0.0909], [2.2217, 3.9559, 0.7585], [-2.9647, 2.4684, -1.6827], [-5.2085, 1.7432, -1.6477], [-7.0306, 0.2443, -0.8853], [-6.4571, -1.7092, 0.5539], [-4.1178, -2.1061, 1.2425], [5.8730, -1.8563, 1.7914], [4.6465, -1.9718, 2.3218], [4.5132, -0.9985, 3.2346], [4.6342, -3.1398, 2.9975], [3.3167, -1.9757, 0.9438], [2.0294, -1.8242, 0.0965], [3.8966, -3.1709, 0.3601], [3.9188, -0.4612, 0.6335], [3.4469, 0.6118, -0.3720], [2.0853, 0.5028, -0.9749], [3.8276, 1.9298, 0.0216], [4.4629, 0.2744, -1.8604], [5.7655, 0.3725, -1.5738], [4.1874, 1.1531, -2.8319], [4.2318, -0.9528, -2.3323], [2.2976, -2.1965, 2.4033], [0.9523, -1.4023, 2.5367], [0.6371, -1.3867, 3.9210], [-0.0529, -2.0382, 1.6682], [1.2333, -0.0594, 1.9336]], "forces_ev_per_a": [[-3.29, 0.14, -3.10], [-0.04, 0.01, 0.03], [0.02, -0.09, -0.10], [-0.05, -0.01, 0.04], [0.01, 0.04, 0.12], [-0.01, -0.01, 0.08], [0.03, 0.05, 0.10], [0.04, 0.09, 0.14], [0.06, 0.07, 0.11], [0.02, 0.03, 0.07], [0.02, 0.06, 0.12], [0.36, 0.33, -0.24], [-0.09, 0.00, -0.20], [0.03, 0.01, -0.01], [-0.03, 0.00, 0.01], [-0.01, -0.02, -0.03], [0.03, -0.03, 0.01], [0.07, 0.08, 0.27], [-0.27, 0.15, 0.25], [0.22, -0.37, -0.25], [-0.11, -0.10, 0.11], [0.19, -0.05, -0.06], [-0.06, -0.07, 0.02], [0.00, 0.09, -0.08], [-0.01, -0.01, 0.00], [0.02, -0.01, 0.02], [0.01, 0.00, -0.03], [-0.05, 0.03, 0.01], [0.09, -0.04, 0.09], [0.68, -0.05, 0.08], [-0.26, -0.13, 0.07], [0.00, 0.01, 0.00], [0.00, 0.00, 0.00], [0.00, 0.00, 0.00], [0.00, -0.01, 0.01], [-0.01, 0.00, 0.02], [0.00, -0.01, 0.00], [0.00, -0.01, -0.01], [0.00, 0.01, 0.01], [0.00, 0.01, 0.01], [0.04, 0.01, -0.04], [-0.11, -0.15, 0.31], [0.01, 0.03, -0.05], [0.01, 0.02, -0.05], [0.22, 0.68, -1.26], [0.61, -0.33, 0.58], [-0.01, -0.07, 0.08], [-0.25, -0.13, -0.01], [-0.18, -0.17, -0.26], [1.74, 0.49, 0.19], [0.09, -0.02, 0.04], [0.09, -0.02, -0.21], [0.00, 0.01, 0.00], [-0.01, -0.01, 0.01], [0.00, 0.00, 0.02], [-0.26, 0.13, 0.29], [0.41, -0.58, 0.89], [-0.03, 0.04, 0.20], [0.12, 0.01, 0.49], [-0.11, -0.12, 1.04]], "e_homo_ev": [-2.7, -2.7], "energy_ev": -110755.992, "charge": -2, "mol_weight_g_mol": 835.67}

***

Number 4 is which compound? C21H15CeF6N3O11S3